1.
# C19H18N4ORhS2

A molecular structure, C19H18N4ORhS2 (ωB97M-V with the def2-TZVPD basis set, the OMol25 dataset).

Geometry as XYZ:
```
45
Properties=species:S:1:pos:R:3:forces:R:3
Rh 1.405130 0.264693 0.670042 0.0 -0.2 0.0
C 2.856132 2.491424 -1.282443 0.0 0.0 -0.1
C 1.470989 1.953631 -1.178763 0.0 0.2 -0.1
N 1.331303 0.594476 -1.301171 0.1 -0.2 0.1
N 0.119935 0.171569 -1.859066 -0.1 0.0 0.0
C -0.328709 -0.912776 -1.365580 0.0 -0.1 0.0
S 0.374722 -1.618872 0.073232 0.0 0.0 0.0
S -1.607019 -1.838638 -2.141814 0.0 0.1 0.0
C -3.026527 -1.446556 -1.042748 0.0 0.0 0.0
C -3.051106 -2.171290 0.268361 0.0 0.0 0.0
C -3.463900 -3.499652 0.325625 0.0 0.0 0.0
C -3.482396 -4.178540 1.532772 0.0 0.0 0.0
C -3.091838 -3.533586 2.699544 0.0 0.0 0.0
C -2.684832 -2.209145 2.651344 0.0 0.0 0.0
C -2.662814 -1.531571 1.439909 -0.1 0.0 0.0
C 0.357524 2.755189 -0.906429 0.0 -0.1 0.1
C 0.171207 4.065372 -1.433390 0.0 0.1 0.0
C -0.993829 4.725080 -1.209957 0.1 0.0 -0.1
C -2.004805 4.125311 -0.415483 -0.1 -0.1 0.1
C -1.842741 2.903225 0.174251 0.0 0.2 -0.1
C -0.623011 2.212124 0.002034 0.0 -0.2 0.0
O -0.362916 1.189914 0.753220 -0.2 0.1 0.0
H 3.453213 1.920042 -1.988649 0.0 0.0 0.0
H 2.838291 3.545917 -1.552460 0.0 0.0 0.0
H 3.344914 2.443864 -0.301750 0.0 0.0 0.0
H -3.058111 -0.364827 -0.923549 0.0 0.0 0.0
H -3.871864 -1.739166 -1.667118 0.0 0.0 0.0
H -3.774119 -4.005422 -0.581819 0.0 0.0 0.0
H -3.810027 -5.209150 1.565874 0.0 0.0 0.0
H -3.113086 -4.061309 3.643813 0.0 0.0 0.0
H -2.389379 -1.699539 3.559618 0.0 0.0 0.0
H -2.335130 -0.498992 1.403178 0.0 0.0 0.0
H 0.924529 4.488366 -2.084494 0.0 0.0 0.0
H -1.168410 5.694924 -1.653028 0.0 0.0 0.0
H -2.928739 4.666428 -0.254535 0.0 0.0 0.0
H -2.595325 2.478586 0.823803 0.0 0.0 0.0
N 3.545441 -1.426942 -0.450510 0.1 0.0 0.0
C 4.777472 -1.931936 -0.316148 0.0 0.0 0.0
C 5.278687 -1.478764 0.886213 0.0 0.0 0.0
C 4.262049 -0.690454 1.423726 0.0 0.0 0.0
N 3.209784 -0.672975 0.604894 0.1 0.0 0.0
H 2.866814 -1.563547 -1.185128 0.0 0.0 0.0
H 5.202287 -2.570583 -1.071627 0.0 0.0 0.0
H 6.242317 -1.690195 1.312812 0.0 0.0 0.0
H 4.237891 -0.145706 2.353393 0.0 0.0 0.0
```
Forces are in eV/Å.

The calculation puts the energy at -52673.2905 eV. As for the charge: +1. The value obtained for the HOMO energy (alpha / beta) is -11.2012 / -11.2007 eV.

Atomic partial charges in e from the Mulliken method, atoms 1 to 4: 0.10, -1.18, 0.59, 0.07



2.
# C19H18O9

C19H18O9 in the gas phase in a non-equilibrium geometry (ωB97M-V with the def2-TZVPD basis set, the OMol25 dataset).

Geometry as XYZ:
```
46
Properties=species:S:1:pos:R:3:forces:R:3
C -0.070070 -4.412420 -1.237573 -0.3 -0.1 -0.2
O 0.745943 -3.361889 -0.743803 0.3 0.0 0.2
C 0.327182 -2.119099 -1.025242 -0.1 -0.1 -0.2
O -0.666584 -1.892467 -1.667226 0.1 -0.1 0.0
C 1.259470 -1.096148 -0.482762 0.4 0.2 0.1
C 2.610858 -1.391659 -0.416269 -0.1 0.1 0.0
C 3.563739 -0.472875 0.037434 -0.2 0.3 0.0
O 4.854642 -0.882350 0.045462 -0.3 -0.2 -0.1
C 5.838722 0.012849 0.518731 0.3 0.2 0.1
C 3.072218 0.762121 0.429295 -0.2 0.0 0.0
C 1.709462 1.053216 0.365325 0.3 -0.4 -0.1
C 0.759088 0.161935 -0.093810 0.2 0.2 0.1
C -0.679966 0.462795 -0.077977 -0.3 -0.2 0.4
C -1.279240 1.548520 -0.736802 -0.1 0.0 -0.1
C -0.430442 2.478601 -1.563893 0.4 -0.1 0.2
O -1.234828 3.247907 -2.429445 -0.2 0.2 -0.3
C -2.640758 1.756481 -0.656954 -0.1 0.0 0.0
C -3.502649 0.917751 0.060657 0.2 -0.2 0.1
O -4.818155 1.244226 0.057749 0.2 0.2 -0.1
C -5.716916 0.380036 0.717787 -0.3 -0.2 0.2
C -2.910495 -0.157313 0.699259 0.3 -0.1 0.0
C -1.538280 -0.364434 0.618449 -0.4 0.6 -0.1
O -1.197219 -1.482082 1.338625 0.2 0.4 -0.2
C -2.407958 -2.016556 1.818615 -0.2 -1.1 0.6
O -3.469358 -1.158101 1.482876 -0.2 0.5 -0.2
O 1.496220 2.321422 0.841944 -0.3 -0.4 -0.1
C 2.756597 2.820108 1.222674 0.2 1.1 0.5
O 3.744020 1.856733 0.937610 0.1 -0.5 -0.2
H -0.171229 -4.338260 -2.322615 0.0 -0.1 0.1
H 0.425364 -5.339282 -0.959902 0.0 0.1 0.0
H -1.065328 -4.362206 -0.791012 0.1 0.0 0.0
H 2.964952 -2.361029 -0.725231 0.0 -0.1 0.0
H 6.784197 -0.519302 0.428346 0.0 0.1 0.0
H 5.665944 0.280304 1.563629 0.0 0.0 0.0
H 5.871212 0.925146 -0.081171 0.0 -0.1 0.0
H 0.132739 3.137893 -0.885126 -0.1 -0.1 -0.2
H 0.292912 1.878423 -2.135738 -0.1 0.1 0.1
H -0.661451 3.785670 -2.984427 -0.1 -0.1 0.1
H -3.075587 2.587956 -1.185221 -0.1 0.1 -0.1
H -5.490493 0.304551 1.784013 0.0 0.0 -0.1
H -5.700142 -0.621274 0.280838 0.0 0.0 0.0
H -6.702643 0.822515 0.582151 0.0 -0.1 0.0
H -2.353958 -2.126004 2.913283 0.0 0.1 -0.2
H -2.579056 -3.009881 1.366148 0.1 0.3 0.0
H 2.757536 3.042001 2.302844 0.0 -0.1 -0.2
H 2.974613 3.745019 0.664430 -0.1 -0.3 0.1
```
Forces are in eV/Å.

The calculation puts the energy at -38420.2122 eV. The value obtained for the HOMO energy is -7.8229 eV. As for the SMILES: COC(=O)c1cc(OC)c2c(c1-c1c(CO)cc(OC)c3c1OCO3)OCO2.

Atomic partial charges in e from the Mulliken method, atoms 1 to 4: -0.66, -0.34, 0.09, -0.57



3.
# C19H19ClFN5O3S

C19H19ClFN5O3S in the gas phase in a non-equilibrium geometry (ωB97M-V with the def2-TZVPD basis set, the OMol25 dataset).

Geometry as XYZ:
```
49
Properties=species:S:1:pos:R:3:forces:R:3
C 0.308625 2.724730 -5.482833 -0.8 0.0 0.6
C 0.248750 2.501381 -3.946363 -0.8 0.8 -0.4
C -0.044468 3.830904 -3.230947 1.3 0.0 1.4
C 1.464784 1.945347 -3.401321 3.9 -3.5 1.8
N 2.712417 2.177523 -3.932035 1.0 1.1 -1.7
N 1.695722 1.073335 -2.465633 -2.8 -0.8 1.7
C 0.666589 0.340418 -1.632149 0.3 -0.1 -1.2
C 0.763355 -1.154138 -2.092102 0.6 0.1 0.0
C 0.918590 0.390918 -0.128768 0.6 0.3 0.2
C 0.118197 -0.411219 0.739637 0.9 1.2 -1.8
C 0.315549 -0.436127 2.094582 -0.2 0.4 -1.1
N -0.581226 -1.229889 2.769134 0.6 -1.0 2.9
C -0.397698 -1.787406 4.038139 -0.1 0.6 0.6
N 0.527467 -1.519910 4.965040 -1.4 -0.4 -1.3
O 0.190879 -2.295098 6.124185 -0.3 -0.6 -0.2
C -0.908634 -3.053006 5.850109 0.1 0.5 -0.1
C -1.591123 -4.007231 6.615184 -0.7 -0.1 -0.8
C -2.749535 -4.591875 6.024521 1.7 1.5 -0.5
Cl -3.669384 -5.763778 6.808819 -0.4 -0.8 0.8
C -3.160111 -4.200480 4.737525 1.7 1.8 -0.2
N -2.462012 -3.261497 4.049981 -0.4 -0.6 -0.1
C -1.362087 -2.722363 4.585845 -1.0 -1.2 -0.1
C 1.282489 0.382944 2.638276 0.1 0.0 0.6
C 2.050464 1.208250 1.845675 0.1 -0.3 -0.2
C 1.920163 1.195669 0.450748 -0.6 -0.8 1.3
F 2.821822 1.940333 -0.201499 -0.3 0.1 -0.5
C -0.769011 0.834724 -1.844579 0.7 1.6 -0.5
S -0.982749 1.201653 -3.607981 -3.0 0.0 -2.3
O -0.760242 0.068445 -4.515893 0.7 1.0 1.6
O -2.283461 1.841176 -3.846514 1.1 -0.3 1.0
H 1.074763 3.466935 -5.680002 0.2 0.1 -0.1
H -0.652460 3.150791 -5.827284 0.4 -0.4 0.2
H 0.523539 1.796017 -6.001768 0.0 0.0 -0.1
H 0.103938 3.739609 -2.112217 0.2 0.1 -1.2
H 0.591943 4.649838 -3.640995 -0.2 -0.8 0.4
H -1.039382 4.134053 -3.327686 -1.7 0.3 -0.6
H 3.388023 1.510072 -3.500993 -0.8 1.0 -0.8
H 2.794973 2.327498 -4.939803 0.0 0.0 0.6
H 0.705195 -1.293971 -3.177886 -0.2 0.4 0.3
H 1.762978 -1.519641 -1.813043 -0.4 0.0 0.2
H -0.022140 -1.764260 -1.628623 0.3 0.1 0.0
H -0.689124 -1.006954 0.325069 0.2 0.0 -0.1
H -1.290231 -1.663710 2.210928 -0.3 -0.3 0.1
H -1.246191 -4.279196 7.594547 -0.1 -0.2 0.3
H -4.050479 -4.587932 4.265234 0.0 -0.1 0.1
H 1.416454 0.358956 3.700816 0.2 0.2 0.4
H 2.789908 1.825905 2.346446 0.0 0.0 -0.4
H -1.487918 0.123746 -1.486671 -0.6 -0.4 -0.3
H -0.957908 1.808507 -1.314855 0.2 -0.8 -0.6
```
Forces are in eV/Å.

The calculation puts the energy at -59676.7731 eV. The value obtained for the HOMO energy is -8.4245 eV. As for the SMILES: CC1(C)C(N)=N[C@@](C)(c2cc(Nc3noc4cc(Cl)cnc34)ccc2F)CS1(=O)=O.

Atomic partial charges in e from the Mulliken method, atoms 1 to 4: -2.02, 1.49, -1.61, -0.02



4.
# C19H19ClN2O7S

C19H19ClN2O7S in the gas phase in a non-equilibrium geometry (ωB97M-V with the def2-TZVPD basis set, the OMol25 dataset).

Geometry as XYZ:
```
49
Properties=species:S:1:pos:R:3:forces:R:3
C -2.194379 -1.993170 5.049715 -3.8 7.0 5.3
N -1.859312 -1.161147 4.022463 2.1 0.5 -6.2
C -2.550434 -1.259417 2.581848 -3.4 -0.9 3.4
S -0.256287 -1.319144 3.694316 -1.1 10.6 1.8
O 0.497446 -1.251617 4.853459 1.6 -1.3 3.1
O 0.007210 -2.017250 2.596832 1.9 -7.9 -7.4
C 0.156875 0.463371 2.764031 4.0 -13.8 -6.5
C 0.781185 0.541439 1.470095 -1.4 -6.5 0.9
C 0.671754 1.702333 0.859700 2.2 0.9 -1.4
N 1.169591 1.756124 -0.430177 3.0 1.1 -3.7
C 1.939666 2.777438 -1.116415 -4.2 5.6 5.7
O 1.976136 4.034204 -0.576680 0.6 -7.0 -3.5
C 2.425463 2.450676 -2.481021 -6.4 -1.3 0.1
O 1.577744 1.349048 -3.125607 5.3 -1.9 6.9
C 1.014596 1.465320 -4.216160 -2.8 1.7 -1.9
O 0.678510 2.555894 -4.563044 -0.5 1.8 -2.6
C 0.403064 0.233451 -4.742143 -6.5 4.7 -3.5
C -1.208841 0.173721 -4.163635 0.2 8.1 -3.5
O -1.341945 0.112008 -2.843532 2.7 -4.2 3.5
C -0.436021 -1.012809 -2.370947 -2.3 3.2 3.2
C -0.473931 -1.435958 -1.037163 -1.4 0.6 -3.2
C 0.440532 -2.412273 -0.661510 -6.5 -0.3 7.5
C 1.276676 -3.032396 -1.395423 8.7 0.0 -3.9
C 1.588846 -2.175013 -2.625128 3.7 -8.1 1.2
C 0.672565 -1.389699 -3.069156 -2.2 3.4 -5.1
O 0.677697 -0.952497 -4.465325 5.3 -8.3 3.4
C 0.416549 2.858571 1.547309 -2.6 -2.0 7.3
C 0.004789 2.821713 2.950487 -0.3 -0.6 -3.2
C -0.226762 1.353952 3.419019 -3.7 17.0 7.0
Cl -0.922091 1.377753 4.962049 -0.7 0.1 1.7
H -1.463991 -1.789968 5.871601 -1.0 -0.4 -0.3
H -2.327274 -2.904063 4.869056 -0.5 -7.9 -1.7
H -3.345714 -1.649869 5.346998 2.8 -0.7 0.0
H -2.160584 -0.462108 1.908034 -0.4 -0.8 0.7
H -2.599012 -2.345845 2.132546 0.5 2.2 0.9
H -3.675493 -1.022060 3.044628 2.6 -0.4 -2.1
H 1.030396 -0.589845 0.893616 -0.5 3.9 1.8
H 1.457758 0.833979 -0.759429 -0.5 0.2 -0.1
H 3.277289 2.040232 -2.298104 5.8 -2.5 0.1
H 2.344723 3.229024 -3.121265 0.3 2.7 -1.7
H 0.326531 0.289009 -5.907426 0.0 0.4 2.0
H -1.749092 1.268350 -4.414848 1.3 -2.9 0.2
H -1.671803 -0.566354 -4.706944 -0.9 -2.0 -1.2
H -1.390635 -1.295803 -0.481967 0.3 0.5 0.4
H -0.000522 -2.782595 0.386950 2.0 0.3 -2.0
H 2.265100 -3.735574 -0.996828 -3.6 1.7 -1.2
H 2.364306 -2.729525 -3.318355 -1.4 2.0 1.2
H 0.688810 3.716649 1.175306 0.9 4.5 -2.3
H -0.277681 3.881742 3.488175 0.8 -3.3 -1.1
```
Forces are in eV/Å.

The calculation puts the energy at -60665.9666 eV. The value obtained for the HOMO energy is -8.7381 eV. As for the SMILES: CN(C)S(=O)(=O)c1cc(NC(=O)COC(=O)[C@@H]2COc3ccccc3O2)ccc1Cl.

Atomic partial charges in e from the Mulliken method, atoms 1 to 4: -1.27, 0.24, -0.71, 1.03



5.
# C19H19ClN4O3S3

C19H19ClN4O3S3 in the gas phase in a non-equilibrium geometry (ωB97M-V with the def2-TZVPD basis set, the OMol25 dataset).

Geometry as XYZ:
```
49
Properties=species:S:1:pos:R:3:forces:R:3
C -0.659989 -3.942443 3.082297 0.2 0.2 -0.1
C -0.004760 -2.665962 2.567559 -0.4 -0.1 0.6
N 0.874711 -2.944388 1.452549 1.0 0.6 0.1
C 0.381639 -3.483738 0.251971 -0.1 -0.4 -0.8
C 1.197299 -4.355387 -0.464037 -0.1 -0.1 0.0
C 0.753253 -4.903326 -1.652979 0.0 0.0 0.0
C -0.513240 -4.609229 -2.130478 0.0 0.0 -0.1
C -1.331753 -3.756263 -1.410954 -0.1 0.0 -0.1
C -0.892769 -3.190719 -0.227037 0.1 0.1 0.2
S 2.300695 -2.094792 1.476466 0.1 0.4 0.0
O 2.957278 -2.339978 2.727354 -0.3 0.1 0.1
O 3.028342 -2.340167 0.269789 -0.3 0.0 -0.2
C 1.791484 -0.363746 1.480127 0.1 -0.5 0.1
C 2.525202 0.540692 2.222133 0.1 0.0 0.1
C 2.175718 1.880740 2.193288 -0.1 -0.1 -0.1
C 1.080749 2.289680 1.450889 0.0 -0.2 0.0
Cl 0.646590 3.965021 1.428828 0.0 0.0 0.0
C 0.317512 1.369723 0.718463 0.2 -0.2 0.2
N -0.790969 1.820442 0.008314 0.2 0.4 0.1
C -1.860226 1.077540 -0.370898 -0.2 0.4 -0.1
O -2.017554 -0.098616 -0.136570 -0.1 -0.4 0.0
C -2.904464 1.888207 -1.128580 0.1 0.0 -0.3
S -2.371273 2.288922 -2.830204 -0.3 -0.4 0.0
C -1.496612 3.751853 -2.552169 0.2 0.4 -0.4
N -1.208687 4.234069 -1.383406 -0.8 -1.1 -0.2
N -0.540643 5.378342 -1.433783 0.8 1.4 0.4
C -0.291754 5.807383 -2.612455 -0.3 -0.5 -0.8
C 0.439335 7.049657 -2.927178 0.1 0.2 -0.1
S -0.923380 4.738417 -3.876679 0.0 0.0 1.0
C 0.709331 0.032530 0.722914 -0.1 0.0 -0.1
H 0.104170 -4.661564 3.363865 0.1 -0.1 0.0
H -1.272995 -3.717723 3.951027 -0.1 0.0 0.1
H -1.286803 -4.384476 2.311800 -0.1 -0.1 0.0
H 0.636127 -2.238340 3.341420 -0.3 0.0 0.1
H -0.769242 -1.923990 2.302651 0.1 0.0 0.0
H 2.179194 -4.582346 -0.083721 0.1 -0.1 0.0
H 1.396935 -5.572872 -2.203886 0.1 -0.1 0.0
H -0.860908 -5.044115 -3.055760 0.0 0.0 -0.1
H -2.320472 -3.517028 -1.773842 -0.1 0.0 0.0
H -1.542556 -2.513974 0.304691 0.0 0.1 0.1
H 3.355981 0.184700 2.808663 0.1 0.0 0.1
H 2.742465 2.609620 2.750574 0.0 0.1 0.0
H -0.830854 2.830402 -0.169783 -0.2 -0.3 -0.1
H -3.131651 2.828366 -0.628698 -0.1 0.0 0.0
H -3.802923 1.283632 -1.247412 0.1 0.0 0.1
H 0.731084 7.535194 -2.000003 0.0 0.0 0.0
H -0.190621 7.722117 -3.507647 0.0 0.1 0.0
H 1.327675 6.825543 -3.515894 0.1 0.1 0.0
H 0.164327 -0.687612 0.136419 -0.1 0.0 0.0
```
Forces are in eV/Å.

The calculation puts the energy at -77142.4469 eV. The value obtained for the HOMO energy is -8.5401 eV. As for the SMILES: CCN(c1ccccc1)S(=O)(=O)c1ccc(Cl)c(NC(=O)CSc2nnc(C)s2)c1.

Atomic partial charges in e from the Mulliken method, atoms 1 to 4: -1.40, -0.16, 0.07, -0.08



6.
# C19H19F2NO4

2 unconnected molecules or ions with the total composition C19H19F2NO4 in a non-equilibrium geometry (ωB97M-V with the def2-TZVPD basis set, the OMol25 dataset).

Geometry as XYZ:
```
45
Properties=species:S:1:pos:R:3:forces:R:3
C -4.997311 -3.403031 2.886172 0.0 -0.2 0.1
C -4.132388 -2.276959 2.383681 -0.2 -0.1 0.0
O -2.831994 -2.811362 2.029215 -0.3 0.9 -0.1
C -2.000807 -1.851423 1.565203 -0.2 0.8 -0.4
C -0.650143 -2.354348 1.298531 0.6 -0.2 0.0
N 0.319129 -1.946446 2.154912 0.5 -0.1 -0.1
O 1.476565 -2.464952 2.132630 -1.0 0.5 -0.1
O 0.044702 -1.003189 2.963233 0.3 -0.2 -0.3
O -2.375639 -0.698967 1.351135 0.2 -1.2 0.4
H -5.985634 -3.001103 3.127034 0.1 -0.1 0.0
H -5.118376 -4.185037 2.133167 0.0 0.1 0.1
H -4.573486 -3.845762 3.792488 -0.1 0.0 -0.1
H -4.587798 -1.797913 1.508761 0.2 0.0 0.2
H -3.992476 -1.521811 3.163995 0.0 0.0 -0.2
H -0.474692 -3.249619 0.707951 0.0 0.2 0.4
C -2.348093 1.983280 -4.746391 -0.6 0.1 -0.4
C -1.621205 1.575387 -3.520056 0.3 -0.4 0.4
C -0.372793 2.117049 -3.220862 0.4 0.3 -0.1
F 0.152270 3.028742 -4.101524 -0.3 -0.6 0.6
C 0.354889 1.786420 -2.098936 0.0 -0.3 0.2
C -0.176660 0.850899 -1.157892 -0.5 0.4 -1.3
C 0.504806 0.456679 0.026494 0.3 0.2 0.3
C 1.897600 0.620439 0.261008 0.9 -0.3 0.0
C 2.852754 0.754404 -0.792804 0.0 0.4 -0.1
C 4.158536 1.077245 -0.498031 -0.2 0.1 -0.7
F 5.023431 1.349595 -1.528927 -0.6 -0.3 0.7
C 4.649910 1.176242 0.803605 -0.6 -0.1 0.2
C 6.051359 1.601231 1.043615 0.5 0.0 0.4
C 3.751676 0.876881 1.841732 0.3 0.2 -0.2
C 2.416165 0.632324 1.588862 -0.7 -0.3 0.0
C -1.471639 0.335110 -1.444496 0.4 -0.3 0.6
C -2.142210 0.640589 -2.609279 0.1 0.4 -0.3
H -3.367120 1.587635 -4.710173 0.1 0.1 -0.1
H -2.409303 3.074288 -4.837470 0.1 -0.2 0.0
H -1.873115 1.601075 -5.659270 0.0 0.1 0.2
H 1.318608 2.256485 -1.931705 -0.3 0.1 -0.1
H -0.113619 0.093231 0.847088 0.0 0.0 0.0
H 2.554449 0.638976 -1.832046 0.2 0.0 0.2
H 6.315400 1.431459 2.091014 0.0 0.0 -0.2
H 6.767219 1.063484 0.412675 -0.2 0.1 0.0
H 6.180300 2.672349 0.839264 -0.1 -0.2 0.0
H 4.121311 0.855070 2.867984 -0.1 0.1 -0.3
H 1.724220 0.434791 2.407317 0.1 0.0 -0.1
H -1.916808 -0.332952 -0.709259 0.1 0.1 -0.2
H -3.102003 0.173498 -2.829631 0.2 0.2 0.1
```
Forces are in eV/Å.

The calculation puts the energy at -35121.2257 eV. The value obtained for the HOMO energy is -7.3528 eV.

Atomic partial charges in e from the Mulliken method, atoms 1 to 4: -1.22, -0.13, -0.31, 0.81